[1]
{"formula": "C31H58BrN2O9S", "method": "wB97M-V/def2-TZVPD", "total_charge": -1, "e_homo_ev": -2.09, "spin_multiplicity": 1, "homo_lumo_gap_ev": 4.35, "elements": ["Br", "S", "O", "O", "O", "O", "O", "O", "O", "O", "O", "N", "N", "C", "C", "C", "C", "C", "C", "C", "C", "C", "C", "C", "C", "C", "C", "C", "C", "C", "C", "C", "C", "C", "C", "C", "C", "C", "C", "C", "C", "C", "C", "C", "H", "H", "H", "H", "H", "H", "H", "H", "H", "H", "H", "H", "H", "H", "H", "H", "H", "H", "H", "H", "H", "H", "H", "H", "H", "H", "H", "H", "H", "H", "H", "H", "H", "H", "H", "H", "H", "H", "H", "H", "H", "H", "H", "H", "H", "H", "H", "H", "H", "H", "H", "H", "H", "H", "H", "H", "H", "H"], "positions_angstrom": [[-4.531060, 2.076297, -1.310117], [-2.145297, -4.326778, -0.567467], [-2.978192, -4.737776, 0.527864], [1.307212, 2.123259, 0.032777], [-0.766946, -3.758903, -0.063133], [4.535835, -1.658453, 2.116794], [1.698190, -2.644931, 0.644238], [-6.002185, -0.832833, 1.613471], [3.070263, -2.707205, -4.739602], [3.341862, -2.618683, -2.503312], [-1.858568, -5.344405, -1.537601], [-3.863566, -0.681455, 2.475144], [1.950397, 2.706964, -1.081051], [0.468689, -2.705709, -2.248904], [-1.948570, -1.673906, 0.549397], [-5.362858, -0.198623, -2.713742], [2.607639, -2.466102, -3.623945], [5.161856, -1.066863, 3.236547], [-3.525084, -2.371827, 4.260707], [3.920857, 2.141989, 0.307325], [-4.640340, 0.106675, -1.415772], [-3.365973, -0.915529, 3.825655], [3.842255, 1.617106, -2.107799], [-5.740974, 0.840884, 3.278362], [-3.202238, -0.454213, -1.408431], [3.204321, -1.199051, 1.964292], [-0.141939, -1.702610, -1.265709], [-0.101924, 3.510715, -2.033257], [1.135491, 5.016959, -0.497936], [1.214128, -1.976235, -3.399389], [-5.239777, -0.292303, 2.413689], [-0.641503, -2.293515, 0.078207], [2.656002, -1.615069, 0.607378], [-3.057704, -1.707579, -0.505723], [1.293789, 3.903731, -1.550368], [4.103980, 3.978183, -1.315186], [3.543658, 4.740959, -2.518457], [-3.055744, 0.283326, 1.711605], [-2.988998, -2.985097, -1.388814], [2.058277, 4.434459, -2.772639], [4.717876, -1.683927, 4.572372], [3.415419, 2.637182, -1.032508], [0.458894, -2.132762, 1.117800], [-1.744746, -0.312915, 1.213007], [0.186214, -2.717429, 1.998103], [3.927988, -2.409144, 4.421229], [3.143553, -0.114056, 2.038238], [-5.627406, 0.647945, 4.338973], [1.565769, 5.331833, -3.160843], [-6.368995, 0.208396, -2.652441], [-4.545155, -2.619187, 4.528749], [-3.182052, -3.011408, 3.453147], [3.669160, 2.818594, 1.125071], [0.555469, 4.653817, 0.350499], [3.508776, -1.914955, 0.010114], [3.523847, 1.933777, -3.102011], [-3.021046, -0.765527, -2.435570], [-1.290427, 0.420671, 0.548158], [1.979402, 3.688166, -3.568867], [-5.432675, -1.271814, -2.872436], [-0.036625, 2.679463, -2.737630], [-0.927256, -1.186046, -1.810044], [5.573819, -2.135759, 5.057793], [0.600208, -1.082249, 1.336431], [-1.101783, -0.413282, 2.077435], [-4.003013, -3.308093, -1.578069], [3.486257, 1.170486, 0.526637], [3.677474, 5.812971, -2.345790], [2.095220, 5.374857, -0.120564], [-3.836091, -0.283748, 4.581110], [4.259532, -2.706473, -2.776246], [-6.791192, 1.012452, 3.086644], [1.246241, -0.908521, -3.187163], [5.011414, 2.026874, 0.293489], [-2.852984, -2.542476, 5.097563], [-2.466417, -2.816441, -2.323472], [0.635257, -0.971920, -1.071181], [1.171051, -3.360719, -1.750307], [0.606943, 5.878740, -0.922912], [-2.309487, -2.313852, 1.356653], [-0.587757, 4.353805, -2.539713], [-3.643804, 0.716183, 0.911015], [6.224172, -1.240408, 3.090563], [-5.216277, -0.269928, -0.579226], [0.667882, -2.103295, -4.324095], [-0.301061, -3.346644, -2.666712], [4.121421, 4.512091, -3.418508], [2.588013, -1.643005, 2.752488], [5.180748, 3.819980, -1.444331], [-2.779349, 1.121199, 2.362050], [2.249622, -0.722349, 0.125825], [-4.877684, 0.288871, -3.550973], [-0.733023, 3.204874, -1.199587], [3.381765, 0.648526, -1.901015], [5.020969, 0.013907, 3.222845], [4.311226, -0.909512, 5.217213], [4.933371, 1.476936, -2.130984], [-3.989410, -1.799255, 0.045295], [-2.306788, -0.681991, 3.863646], [-2.478960, 0.325238, -1.213199], [-5.209506, 1.762687, 3.050859], [4.010739, 4.612717, -0.429711]], "forces_ev_per_a": [[-0.2, 0.0, 0.3], [-1.1, -1.4, -0.5], [0.3, 0.5, 0.4], [-0.1, 0.0, 0.0], [-0.8, 0.3, -0.2], [0.0, 0.3, -0.1], [-0.3, 0.0, 0.0], [1.3, 0.8, 1.0], [-0.5, 0.4, 1.8], [-0.5, 0.4, 0.0], [0.3, 0.3, -0.1], [-0.6, 0.3, 0.1], [-0.3, -0.7, 0.0], [0.4, 0.1, -0.1], [0.1, -0.2, 0.6], [-0.5, 0.3, 0.4], [0.8, -0.4, -2.0], [0.2, -0.5, -0.1], [0.5, 0.4, -0.3], [0.2, -0.3, 0.4], [0.6, 0.1, -0.7], [0.1, -0.5, 0.4], [0.4, -0.1, 0.0], [-0.1, 0.0, 0.1], [-0.5, -0.5, -0.3], [-0.3, -0.4, 0.1], [0.3, -0.5, -0.3], [-0.3, 0.1, 0.0], [-0.1, 0.2, 0.1], [-0.6, -0.4, 0.5], [-1.2, -0.9, -1.2], [0.9, 0.6, -0.7], [0.7, 0.6, -0.1], [-0.2, 0.1, -0.4], [0.1, 0.3, -0.1], [0.0, 0.3, 0.0], [-0.1, 0.0, 0.0], [0.4, 0.2, 0.4], [0.7, 0.7, 0.7], [0.2, 0.0, -0.2], [0.0, 0.7, -0.2], [0.1, 0.1, -0.4], [0.3, -0.8, -0.2], [-0.7, 0.1, -0.4], [-0.2, 0.2, 0.3], [0.0, -0.3, -0.1], [0.2, 0.2, 0.2], [0.1, -0.1, 0.1], [-0.1, 0.0, 0.1], [-0.2, -0.1, -0.1], [-0.2, -0.1, 0.0], [-0.2, -0.2, -0.1], [-0.2, 0.0, -0.1], [0.1, -0.2, 0.0], [0.0, -0.4, -0.2], [-0.1, 0.1, 0.0], [0.2, 0.1, -0.2], [0.3, 0.1, 0.0], [0.0, -0.1, 0.1], [0.1, -0.2, -0.1], [0.1, 0.0, 0.0], [-0.1, 0.2, 0.2], [0.0, -0.3, 0.2], [-0.2, 0.2, 0.2], [0.2, -0.1, 0.1], [-0.1, -0.5, -0.2], [-0.1, 0.1, 0.0], [0.0, 0.0, 0.0], [0.0, 0.0, 0.0], [0.0, 0.3, -0.1], [0.3, -0.2, -0.2], [-0.2, -0.1, -0.2], [0.2, 0.2, 0.0], [0.0, 0.1, -0.2], [-0.2, -0.1, 0.3], [0.1, 0.0, -0.1], [-0.1, 0.4, 0.3], [0.0, -0.1, 0.3], [0.0, 0.0, 0.0], [0.0, -0.2, 0.0], [0.0, 0.0, 0.0], [-0.2, -0.2, -0.2], [0.2, 0.0, 0.0], [-0.1, 0.3, 0.3], [0.1, 0.1, -0.3], [-0.1, -0.2, -0.1], [0.0, 0.0, 0.0], [-0.2, 0.1, 0.1], [0.0, -0.1, 0.0], [-0.1, 0.2, 0.0], [-0.1, 0.1, -0.1], [0.2, -0.1, -0.2], [0.1, -0.1, 0.1], [-0.1, 0.0, 0.0], [-0.2, 0.2, 0.0], [0.0, 0.0, 0.3], [0.0, 0.0, 0.0], [-0.1, 0.0, 0.3], [0.2, 0.1, -0.2], [0.1, 0.1, 0.3], [0.3, 0.0, 0.0], [-0.1, -0.1, 0.1]]}


[2]
{"formula": "C31H59F13N3O9P2S", "method": "wB97M-V/def2-TZVPD", "total_charge": 1, "e_homo_ev": -10.83, "spin_multiplicity": 1, "homo_lumo_gap_ev": 7.81, "elements": ["S", "P", "P", "F", "F", "F", "F", "F", "F", "F", "F", "F", "F", "F", "F", "F", "O", "O", "O", "O", "O", "O", "O", "O", "O", "N", "N", "N", "C", "C", "C", "C", "C", "C", "C", "C", "C", "C", "C", "C", "C", "C", "C", "C", "C", "C", "C", "C", "C", "C", "C", "C", "C", "C", "C", "C", "C", "C", "C", "H", "H", "H", "H", "H", "H", "H", "H", "H", "H", "H", "H", "H", "H", "H", "H", "H", "H", "H", "H", "H", "H", "H", "H", "H", "H", "H", "H", "H", "H", "H", "H", "H", "H", "H", "H", "H", "H", "H", "H", "H", "H", "H", "H", "H", "H", "H", "H", "H", "H", "H", "H", "H", "H", "H", "H", "H", "H", "H"], "positions_angstrom": [[2.481537, -3.007297, -0.965141], [-2.182451, -2.086879, -1.264426], [3.814087, -0.139344, 0.574201], [-1.087947, 5.438770, 0.134640], [-1.814379, 4.359533, -1.604341], [-1.684106, 2.543063, 1.278658], [-3.112564, 2.741742, -0.336079], [0.719790, 3.502813, 0.660543], [-3.522049, 2.980847, 3.341349], [-5.836277, 3.816584, 3.981215], [-4.954135, 5.578738, 3.160311], [-6.350621, 4.454584, 2.004649], [0.825184, 4.399446, -1.314433], [-4.751713, 2.483453, 1.613978], [-2.444887, 5.013149, 2.226652], [-3.934521, 5.124080, 0.623477], [-0.682394, -5.532052, 1.490502], [1.853415, -0.538283, 3.692983], [6.834722, 2.654598, 2.474083], [-7.101013, -1.239436, -6.451358], [9.176896, 3.863225, 1.159526], [-5.357753, -0.749049, -4.135932], [-1.525779, -2.545001, -2.722916], [3.929834, 0.471876, 2.048175], [4.690046, -1.486419, 0.696856], [-3.601703, -5.299785, -0.167590], [1.676675, -2.124346, 0.453189], [4.391811, 0.780041, -0.521543], [6.025391, 3.329439, 1.518286], [-0.062622, -3.921088, -0.126734], [-2.166085, -5.418323, -0.460557], [-1.270384, -4.648417, 0.526078], [-3.230798, 4.304948, 1.419837], [0.875301, 0.152150, 2.916017], [1.953991, -0.573271, 0.366984], [-2.938722, -0.481616, -1.719582], [-0.519474, -0.441378, 3.195487], [-2.330655, 3.431275, 0.493319], [1.543533, -0.068288, -1.076429], [1.203679, 0.331327, 1.405883], [0.060982, 2.182108, -1.243134], [-5.379848, 4.361704, 2.884489], [-4.984640, -1.482976, -5.292745], [7.903832, 1.928989, 1.887196], [-1.281026, 4.220778, -0.378975], [-0.596165, -1.415298, -0.530511], [-7.860949, -0.089705, -6.123442], [0.297250, -0.798090, -1.602116], [0.103668, 3.536985, -0.555920], [-4.217021, 3.493943, 2.319141], [-6.318974, -1.404462, -3.328819], [2.303080, -2.717600, 1.743036], [-5.709038, -1.011482, -6.534671], [0.456170, -3.563728, 3.511533], [9.214949, 2.684073, 1.937672], [1.439867, 1.478426, -1.313848], [0.159910, -2.463525, 0.323555], [1.657035, -3.802909, 2.601392], [8.974559, 5.047387, 1.909723], [4.721518, 0.181489, 2.523814], [1.779678, 1.597504, -2.351094], [-1.193288, 0.350029, 3.532843], [2.506990, -4.029177, 3.267006], [9.468572, 2.915716, 2.977774], [-0.279186, -0.108012, -2.221395], [0.234204, 0.568758, 0.965414], [0.597380, -1.608743, -2.268164], [3.448778, -2.102679, -1.141254], [-0.465222, -3.314725, 2.981354], [-3.172463, -0.489214, -2.791422], [-0.138244, -3.960522, -1.219688], [-3.907539, -1.348020, -5.439128], [9.879056, 5.321420, 2.462271], [0.839845, 1.198192, 3.254495], [1.506510, -4.722988, 2.033791], [-0.460244, -1.178697, 3.997328], [-0.726170, 1.560590, -0.808499], [-3.770761, -4.551997, 0.497117], [-3.882941, -0.360163, -1.176189], [-4.129434, -5.049250, -0.995914], [-8.864014, -0.429256, -5.872969], [2.456233, 0.119300, 4.067605], [1.770614, 1.264413, 1.330098], [-1.943602, -5.110451, -1.488568], [3.231920, -3.164534, 1.397298], [8.021981, 0.995055, 2.448954], [-1.362743, -6.148570, 1.801176], [5.407834, 4.046851, 2.057626], [-1.900598, -3.921937, 1.064614], [0.251538, -4.499069, 4.043622], [-1.880873, -6.474827, -0.366725], [-0.998879, -0.636862, 0.134552], [8.743323, 5.840302, 1.201020], [2.561804, -1.858406, 2.363981], [-5.864743, -2.228208, -2.763161], [0.672566, -2.790837, 4.255871], [-0.196474, -2.368617, 1.354205], [5.194107, -1.640124, 1.509139], [-7.437093, 0.443197, -5.268554], [-7.923446, 0.595291, -6.974907], [6.628171, 3.864601, 0.782603], [3.774566, 1.053797, -1.265335], [-5.328530, -1.572981, -7.393206], [8.145605, 4.941181, 2.613769], [-5.177550, -2.551035, -5.141418], [10.003224, 2.042289, 1.532560], [-6.708507, -0.669204, -2.626481], [0.811644, -4.529492, 0.127804], [5.377654, 2.612852, 1.004605], [-0.990806, -0.899536, 2.320419], [-7.142567, -1.800203, -3.925810], [7.664700, 1.676893, 0.847889], [-2.062228, -3.256588, -3.107493], [-0.277472, 2.419455, -2.260003], [2.367086, -0.346828, -1.738516], [2.171430, 2.037421, -0.723351], [-5.500006, 0.050002, -6.705336], [-2.309409, 0.385125, -1.521414]], "forces_ev_per_a": [[-0.3, 0.3, 0.3], [0.2, 0.3, -0.1], [0.6, 0.4, -0.7], [0.1, 0.2, 0.1], [0.0, 0.1, -0.2], [0.2, -0.3, 0.3], [-0.2, -0.3, -0.4], [-0.1, -0.2, -0.1], [0.1, -0.1, 0.2], [-0.4, -0.6, 0.8], [0.4, 0.7, 0.3], [-0.6, -0.1, -0.6], [0.1, -0.1, -0.1], [-0.1, -0.2, 0.0], [0.2, 0.3, 0.4], [-0.1, 0.2, -0.1], [-0.4, -0.1, -0.1], [0.0, 0.4, 0.2], [0.0, 0.0, 0.0], [0.0, -0.1, 0.1], [-0.1, 0.0, 0.0], [0.1, 0.0, 0.0], [-0.4, -0.5, -0.2], [0.1, -0.3, 0.3], [0.1, 0.0, 0.2], [0.1, 0.2, 0.1], [0.1, -0.2, -0.7], [-0.6, -0.6, 0.4], [-0.1, -0.1, 0.0], [0.2, -0.3, -0.3], [-0.1, -0.1, 0.0], [0.2, 0.1, 0.3], [0.1, -0.2, -0.3], [0.0, 0.1, 0.0], [0.1, 0.1, 0.2], [-0.3, 0.1, -0.1], [0.0, 0.1, 0.1], [0.1, 0.2, 0.2], [0.1, 0.0, 0.1], [-0.3, 0.1, -0.3], [-0.1, -0.1, -0.2], [0.5, 0.1, -0.4], [0.0, 0.0, 0.1], [0.0, 0.0, 0.0], [-0.2, -0.1, 0.1], [-0.1, 0.0, 0.2], [0.0, 0.0, 0.0], [-0.1, -0.2, -0.2], [0.1, -0.1, 0.1], [0.2, 0.1, -0.3], [0.0, 0.0, 0.0], [0.5, 0.2, 0.3], [0.0, 0.0, -0.1], [0.0, 0.0, 0.2], [0.1, 0.1, 0.0], [0.1, 0.2, -0.1], [-0.5, 0.3, 0.5], [0.1, -0.4, 0.0], [0.0, 0.0, 0.0], [-0.1, 0.4, 0.0], [0.0, 0.0, 0.2], [0.0, -0.1, -0.1], [-0.2, 0.0, -0.1], [0.0, 0.0, 0.0], [0.0, -0.1, 0.0], [0.1, 0.1, 0.0], [0.0, 0.2, 0.0], [0.2, 0.0, 0.0], [0.1, 0.0, 0.1], [-0.1, -0.1, 0.2], [0.0, 0.1, 0.2], [0.0, 0.0, 0.0], [0.0, 0.0, 0.0], [0.0, -0.3, 0.0], [0.0, 0.1, 0.0], [0.0, 0.2, -0.2], [0.2, 0.1, 0.2], [0.0, -0.1, -0.1], [0.2, 0.0, -0.1], [0.1, -0.2, 0.1], [0.0, 0.0, 0.0], [-0.2, -0.2, -0.2], [-0.1, -0.1, 0.0], [0.0, -0.1, 0.1], [-0.1, 0.2, 0.0], [0.0, 0.0, 0.0], [0.2, 0.2, -0.1], [0.0, 0.0, 0.1], [0.1, 0.0, -0.1], [0.1, 0.2, -0.1], [0.1, 0.2, -0.2], [0.2, -0.1, -0.1], [0.0, 0.0, 0.0], [-0.3, -0.2, -0.1], [0.0, 0.0, 0.0], [0.0, -0.2, -0.2], [0.2, -0.1, -0.3], [-0.2, 0.0, -0.2], [0.0, 0.0, 0.0], [0.0, 0.0, 0.0], [0.0, 0.0, 0.0], [0.3, 0.2, -0.2], [0.0, 0.0, 0.0], [0.0, 0.0, 0.0], [0.0, 0.0, 0.0], [0.0, 0.0, 0.0], [0.0, 0.0, 0.0], [-0.2, 0.0, 0.0], [0.0, 0.1, -0.1], [0.1, 0.0, 0.2], [0.0, 0.0, 0.0], [0.0, 0.0, 0.0], [0.3, 0.3, 0.0], [0.0, -0.2, 0.2], [-0.1, -0.1, 0.1], [-0.2, -0.1, 0.1], [0.0, 0.0, 0.0], [0.0, 0.0, 0.0]]}


The records above give, respectively, LUMO level values of 0.083 -0.111 Ha.
The records above give, respectively, energy values of -135371.7204 -120733.1723 eV.